# 1
ORCA calculation (the ωB97M-V functional and the def2-TZVPD basis) on a single C3H6O4S molecule at a distorted geometry.

The geometry in XYZ format:
```
14
Properties=species:S:1:pos:R:3:forces:R:3
O -0.0795 1.0840 1.3758 1.74 -0.09 -0.81
C 0.6730 0.5527 0.5468 -2.46 -1.62 -0.35
S 1.7597 1.3704 -0.5047 -0.28 1.01 0.96
O 1.5144 2.9345 0.0376 1.63 -0.48 -2.18
C 0.2813 -0.9465 0.1164 -0.13 -0.72 1.74
O 1.0977 -1.4606 -0.8891 1.73 0.83 0.51
C -1.1529 -0.8631 -0.4440 1.01 1.74 -0.07
O -2.1198 -0.5969 0.5721 0.86 -0.29 -0.91
H 0.9806 2.9856 0.8040 -1.23 -0.46 1.60
H 0.3057 -1.5480 1.0915 0.12 0.57 -1.25
H 0.6679 -2.0300 -1.5173 -0.62 -0.23 -0.08
H -0.9336 0.0483 -1.0347 -1.22 -0.13 -0.54
H -1.3195 -1.6656 -1.2144 -0.53 0.34 1.42
H -1.6751 0.1353 1.0600 -0.63 -0.47 -0.03
```
Positions in Å, forces in eV/Å.

For the lowest unoccupied orbital energy, the calculation gives 0.28 eV. Its frontier orbital gap is 10.13 eV. The value obtained for the total energy is -816.99818 hartree. The structure (SMILES) is O=C(SO)[C@H](O)CO. Its HOMO energy is -9.854 eV.

Mulliken atomic charge list, values in e, 4 entries: number 1, O, carries -0.71; number 2, C, carries 0.57; number 3, S, carries 0.17; number 4, O, carries -0.45

---

# 2
ORCA calculation (the ωB97M-V functional and the def2-TZVPD basis) on a single C6H10O molecule.

The geometry in XYZ format:
```
17
Properties=species:S:1:pos:R:3:forces:R:3
C 1.5638 -0.4364 -1.3183 -0.03 0.10 -0.06
C 0.3724 -0.0234 -0.4772 0.28 -0.16 -0.08
C -0.3413 -1.0938 0.3858 -0.04 -0.25 0.12
C -0.8798 0.2570 0.8697 0.11 0.07 -0.03
O -1.7506 0.4968 1.9172 -0.29 -0.05 -0.10
C -1.0114 0.7020 -0.6196 -0.17 0.07 -0.19
C 0.5445 0.8116 0.8129 0.19 0.14 0.32
H 1.3809 -1.3358 -1.9194 -0.16 0.28 0.03
H 1.9735 0.3457 -1.9639 -0.16 -0.02 0.08
H 2.3439 -0.7066 -0.5904 -0.09 0.06 -0.27
H 0.3171 -1.6454 1.0664 -0.15 0.10 0.01
H -1.0492 -1.7622 -0.1218 0.15 0.16 -0.01
H -2.5763 0.0333 1.7229 0.11 0.12 0.12
H -1.0030 1.7924 -0.7419 0.14 -0.25 -0.18
H -1.7961 0.2443 -1.2323 0.18 -0.14 0.12
H 0.6134 1.9000 0.7115 0.10 -0.18 -0.09
H 1.2983 0.4207 1.4983 -0.18 -0.06 0.21
```
Positions in Å, forces in eV/Å.

For the lowest unoccupied orbital energy, the calculation gives 0.82 eV. Its frontier orbital gap is 10.75 eV. The value obtained for the total energy is -309.77897 hartree. Its HOMO energy is -9.928 eV.

Mulliken atomic charge list, values in e, 4 entries: number 1, C, carries -1.40; number 2, C, carries 0.26; number 3, C, carries -0.35; number 4, C, carries 0.07

---

# 3
ORCA calculation (the ωB97M-V functional and the def2-TZVPD basis) on a molecular structure, C4H13NNbO2 at a distorted geometry.

The geometry in XYZ format:
```
21
Properties=species:S:1:pos:R:3:forces:R:3
N 3.0639 -1.3842 0.3722 0.92 0.60 -0.31
C 2.2719 -0.6010 -0.6671 0.00 -0.64 -1.06
Nb 1.0750 1.1451 0.2855 -0.47 -2.16 -0.78
C -0.8974 -0.0640 0.0645 -1.27 -0.12 -0.94
C -2.1997 0.8985 -0.1768 1.92 1.47 0.19
O -3.5071 0.2700 0.0468 0.23 -4.07 -0.07
C -3.4608 -1.1958 -0.0518 1.15 -2.04 -4.97
O -3.3497 -1.8921 -1.1990 -0.94 4.73 7.32
H 4.0713 -1.5110 0.0745 -1.66 0.42 0.67
H 3.0172 -0.9159 1.3050 0.33 -0.50 -1.31
H 2.9289 -0.2213 -1.5583 -0.99 -0.77 1.58
H 1.4817 -1.3539 -1.1401 1.50 1.52 0.73
H 1.2762 0.4082 1.9633 0.21 0.03 0.41
H 2.6593 2.0320 0.5893 -0.03 0.05 0.25
H 0.9165 1.8710 -1.3626 0.01 0.51 -0.54
H 0.2004 2.5663 1.0321 0.03 0.50 -0.02
H -0.7915 -0.7406 -0.9088 -0.15 1.21 2.20
H -0.9361 -0.7318 1.0274 -0.36 1.17 -1.77
H -2.2099 1.3881 -1.2585 0.23 -1.30 2.16
H -2.1377 1.8211 0.5783 -0.42 -2.15 -1.54
H -3.4723 -1.7888 0.9841 -0.26 1.54 -2.20
```
Positions in Å, forces in eV/Å.

For the lowest unoccupied orbital energy, the calculation gives 2.45 eV. As for the total charge: -1. Its frontier orbital gap is 6.97 eV. The value obtained for the total energy is -422.07320 hartree. Its HOMO energy is -4.523 eV.

Mulliken atomic charge list, values in e, 4 entries: number 1, N, carries -0.55; number 2, C, carries -0.43; number 3, Nb, carries -0.76; number 4, C, carries -0.75